# 1
{
  "formula": "C5H30N2O8",
  "method": "ωB97M-V/def2-TZVPD",
  "smiles": "CNCCCCN.O.O.O.O.O.O.O.O",
  "total_charge": 0,
  "e_tot_ev": -25028.85305,
  "de_lowest_kcal_mol": 121.44,
  "e_homo_ev": -8.83,
  "multiplicity": 1,
  "largest_force_ha_per_bohr": 0.11206,
  "gap_ev": 8.87,
  "elements": ["C", "N", "C", "C", "C", "C", "N", "H", "H", "H", "H", "H", "H", "H", "H", "H", "H", "H", "H", "H", "H", "O", "H", "H", "O", "H", "H", "O", "H", "H", "O", "H", "H", "O", "H", "H", "O", "H", "H", "O", "H", "H", "O", "H", "H"],
  "positions_angstrom": [[1.662147, -1.174968, 1.900267], [1.454702, -0.278376, 0.733841], [1.273747, 1.122381, 1.073553], [1.843750, 2.080769, 0.015528], [0.979466, 2.661078, -1.058450], [-0.463119, 2.380901, -1.053804], [-1.166675, 3.387170, -0.214512], [2.246331, -2.029728, 1.508548], [0.808983, -1.546984, 2.301084], [2.397875, -0.638358, 2.604517], [0.722763, -0.656997, 0.121868], [1.797761, 1.189332, 1.961460], [0.201918, 1.345684, 1.312786], [2.605488, 1.507047, -0.458191], [2.313703, 2.896328, 0.529656], [1.459388, 2.392824, -2.042698], [1.214079, 3.701869, -1.123525], [-0.968788, 2.559137, -2.199083], [-0.848011, 1.391771, -0.578449], [-1.364637, 2.998450, 0.686266], [-0.829358, 4.252893, -0.025109], [-2.179295, -3.522516, -0.065507], [-1.247414, -3.444402, -0.216782], [-2.263727, -3.853892, 0.794393], [4.303807, -1.360977, -0.757460], [4.241796, -2.206295, -0.260715], [3.532290, -0.814416, -0.508813], [0.419592, -3.393591, -1.071614], [0.591463, -2.472725, -1.071292], [0.447624, -3.702345, -1.924375], [-0.061971, -0.806098, -2.293929], [0.339141, -0.217355, -2.843263], [-0.479581, -0.345377, -1.614813], [-1.576637, 1.004646, -3.568239], [-2.077891, 0.321998, -4.104330], [-2.103606, 1.696785, -2.962805], [-2.293207, -2.888531, 2.369184], [-2.229353, -2.359640, 1.593497], [-1.707281, -2.509690, 2.904251], [-2.427481, 1.378344, 2.523283], [-2.274463, 1.156061, 3.484272], [-3.364664, 1.411101, 2.577936], [-1.412516, -1.071002, 0.539010], [-1.678561, -1.272046, -0.322647], [-1.839576, -0.270261, 0.805204]],
  "forces_ev_per_a": [[4.3, 1.6, -2.1], [0.3, -0.8, -0.3], [-2.0, -0.3, -1.6], [0.0, -0.7, 1.4], [1.8, -1.0, -2.6], [-3.7, 1.6, -1.3], [-2.1, -3.7, 0.0], [-0.3, 0.1, 0.3], [-2.7, -0.8, 1.7], [-1.5, -0.9, -0.7], [0.4, 0.4, 0.6], [1.1, 0.8, 1.8], [0.6, 0.1, 0.0], [0.9, -0.3, -0.2], [0.4, 0.4, 0.4], [-0.7, -0.4, 0.6], [-0.7, 1.1, 0.3], [1.9, -0.7, 3.2], [1.1, 1.4, -1.3], [-0.3, -0.3, 0.4], [1.9, 3.0, -0.2], [-1.1, 0.3, -2.5], [1.1, -0.3, -0.4], [-0.2, -1.0, 1.9], [-0.2, -0.4, 0.4], [-0.2, 1.0, -0.5], [0.2, -0.6, 0.2], [-0.3, -0.5, 3.7], [0.4, 1.4, -0.6], [0.1, -0.9, -3.2], [-0.2, -4.6, 1.1], [1.5, 2.8, -2.3], [-1.0, 1.6, 1.3], [-1.5, 1.2, 0.7], [0.1, 1.7, 1.4], [0.9, -3.0, -2.6], [-3.8, -2.8, -1.4], [0.0, 0.9, -1.3], [3.8, 2.1, 3.8], [1.2, -0.6, 1.9], [0.5, 0.3, -1.5], [-1.6, 0.2, -0.6], [1.4, 0.4, 1.7], [-1.1, -0.8, -2.0], [-0.5, 1.0, 0.4]],
  "nbo_charge": [-0.40, -0.67, -0.21, -0.41, -0.45, -0.19, -0.87, 0.19, 0.18, 0.19, 0.37, 0.19, 0.16, 0.22, 0.21, 0.21, 0.22, 0.17, 0.18, 0.36, 0.36, -0.98, 0.48, 0.48, -0.96, 0.47, 0.49, -0.95, 0.49, 0.48, -0.94, 0.48, 0.46, -1.00, 0.50, 0.50, -0.96, 0.49, 0.45, -0.94, 0.48, 0.47, -0.96, 0.49, 0.49]
}

---

# 2
{
  "formula": "C6H12O",
  "method": "ωB97M-V/def2-TZVPD",
  "total_charge": 0,
  "e_tot_ev": -8463.18529,
  "de_lowest_kcal_mol": 26.95,
  "e_homo_ev": -9.53,
  "multiplicity": 1,
  "largest_force_ha_per_bohr": 0.00774,
  "gap_ev": 10.48,
  "elements": ["C", "C", "O", "C", "C", "C", "C", "H", "H", "H", "H", "H", "H", "H", "H", "H", "H", "H", "H"],
  "positions_angstrom": [[-0.952970, 1.694480, 0.948345], [-0.530112, 0.244620, 0.964608], [-1.641552, -0.643855, 0.761807], [-0.893574, -1.416409, -0.182530], [0.257329, -0.388073, -0.220415], [1.628286, -0.932240, 0.162589], [0.345341, 0.440141, -1.514734], [-1.623056, 1.890141, 1.791662], [-0.085241, 2.358687, 1.036309], [-1.492646, 1.933248, 0.027625], [-0.033882, 0.014206, 1.921400], [-1.447836, -1.568218, -1.117149], [-0.609141, -2.395560, 0.229789], [1.583610, -1.528219, 1.080690], [2.335657, -0.109936, 0.325866], [2.034599, -1.566070, -0.635105], [0.053231, 1.484014, -1.370040], [-0.295508, 0.037472, -2.304998], [1.367464, 0.451571, -1.905717]],
  "forces_ev_per_a": [[0.0, 0.0, 0.0], [0.2, 0.3, 0.1], [-0.1, 0.0, 0.1], [0.1, -0.3, -0.3], [0.0, 0.0, -0.1], [0.0, 0.0, 0.0], [0.0, 0.1, -0.1], [0.1, 0.0, -0.1], [-0.1, -0.1, 0.0], [0.1, 0.0, 0.1], [-0.1, 0.0, -0.1], [0.1, 0.0, 0.1], [0.0, 0.1, -0.1], [0.0, 0.1, -0.1], [-0.1, -0.1, 0.0], [-0.1, 0.1, 0.1], [0.0, -0.1, 0.0], [0.0, 0.0, 0.1], [-0.1, 0.0, 0.1]],
  "nbo_charge": [-0.64, 0.12, -0.54, -0.05, -0.10, -0.60, -0.61, 0.22, 0.21, 0.21, 0.16, 0.17, 0.17, 0.21, 0.21, 0.21, 0.22, 0.21, 0.21]
}

---

# 3
{
  "formula": "C38H48IrN5O5PS",
  "method": "ωB97M-V/def2-TZVPD",
  "total_charge": 2,
  "e_tot_ev": -80823.02432,
  "de_lowest_kcal_mol": 41.11,
  "e_homo_ev": [-13.40, -14.04],
  "multiplicity": 2,
  "largest_force_ha_per_bohr": 0.04176,
  "gap_ev": [6.42, 5.88],
  "elements": ["Ir", "O", "C", "O", "C", "C", "C", "C", "C", "N", "C", "O", "O", "H", "H", "H", "H", "S", "C", "N", "N", "C", "C", "C", "C", "C", "C", "N", "N", "C", "C", "C", "C", "C", "C", "H", "H", "H", "H", "H", "H", "H", "H", "H", "H", "H", "O", "P", "C", "C", "C", "C", "C", "C", "C", "C", "C", "C", "C", "C", "C", "C", "C", "C", "C", "C", "H", "H", "H", "H", "H", "H", "H", "H", "H", "H", "H", "H", "H", "H", "H", "H", "H", "H", "H", "H", "H", "H", "H", "H", "H", "H", "H", "H", "H", "H", "H", "H", "H"],
  "positions_angstrom": [[-1.750806, -0.189621, -0.090766], [-4.259937, 3.099535, -1.007131], [-3.412955, 2.202894, -0.582529], [-2.958394, 1.310192, -1.300280], [-3.041608, 2.301482, 0.844711], [-3.546817, 3.205608, 1.749394], [-3.174306, 3.075981, 3.094153], [-2.328648, 2.043870, 3.463951], [-1.872861, 1.180454, 2.476371], [-2.201622, 1.332148, 1.214734], [-1.029773, -0.033529, 2.717852], [-0.498053, -0.208572, 3.779760], [-0.945889, -0.841443, 1.670416], [-4.485396, 2.959418, -1.942803], [-4.220634, 3.981171, 1.413851], [-3.567936, 3.759230, 3.834440], [-2.028701, 1.862186, 4.487264], [-3.529104, -1.277310, 0.901304], [-3.137282, -2.812084, 0.185881], [-3.437955, -4.036230, 0.620001], [-4.124591, -4.351508, 1.645081], [-5.030998, -3.640229, 2.459193], [-5.925515, -2.712396, 1.932400], [-6.757215, -2.024143, 2.794194], [-6.707759, -2.269491, 4.162416], [-5.851613, -3.242119, 4.673709], [-5.026056, -3.945296, 3.822919], [-2.354816, -2.855615, -0.935219], [-1.911683, -1.762436, -1.365720], [-1.792798, -1.646631, -2.771195], [-2.225480, -2.687158, -3.611862], [-2.154432, -2.527385, -4.975047], [-1.659799, -1.340166, -5.516762], [-1.231269, -0.314869, -4.685016], [-1.286729, -0.465650, -3.312892], [-3.897441, -5.292496, 1.957741], [-6.017215, -2.586558, 0.861103], [-7.464126, -1.308676, 2.396055], [-7.357883, -1.720730, 4.831131], [-5.834915, -3.452090, 5.734273], [-4.354093, -4.705744, 4.206523], [-2.607094, -3.597688, -3.174839], [-2.491690, -3.321896, -5.626478], [-1.610154, -1.218247, -6.591619], [-0.847960, 0.603720, -5.109558], [-0.947806, 0.328192, -2.662732], [0.393273, -0.092484, -0.716908], [1.927515, 0.028185, -0.516533], [2.303165, 1.575317, 0.385149], [1.144252, 1.841949, 1.358130], [1.434684, 3.041471, 2.276309], [2.336921, 4.077440, 1.593405], [2.037795, 4.107511, 0.097891], [2.480862, 2.789476, -0.563167], [2.565375, -1.494948, 0.270364], [2.103695, -1.758519, 1.715301], [2.904642, -0.977599, 2.760705], [4.388921, -1.324152, 2.647772], [4.893408, -0.989608, 1.242692], [4.089134, -1.729924, 0.170951], [2.723882, -0.027973, -2.166989], [1.871753, 0.548497, -3.301834], [2.613616, 0.358283, -4.626521], [3.973134, 1.098560, -4.641390], [4.345312, 1.634611, -3.256354], [4.178021, 0.545000, -2.194695], [3.214474, 1.405027, 0.959479], [0.957197, 0.954436, 1.962043], [0.248738, 2.027025, 0.760796], [1.892073, 2.695817, 3.205461], [0.482790, 3.511227, 2.544368], [3.390114, 3.824206, 1.745156], [2.175395, 5.059799, 2.036069], [2.556031, 4.938149, -0.381201], [0.964519, 4.268725, -0.049825], [3.527695, 2.876470, -0.848371], [1.896261, 2.637780, -1.470540], [2.059408, -2.222287, -0.378415], [2.231964, -2.829245, 1.904349], [1.042121, -1.553275, 1.817986], [2.530438, -1.220270, 3.755967], [2.781423, 0.100074, 2.618907], [4.523633, -2.393671, 2.836919], [4.963712, -0.774939, 3.394665], [5.942758, -1.273418, 1.151159], [4.837539, 0.091906, 1.079972], [4.248806, -2.804685, 0.290665], [4.462093, -1.464882, -0.813515], [2.754337, -1.109975, -2.338602], [1.663934, 1.610297, -3.155557], [0.925996, 0.024895, -3.336402], [1.984530, 0.714187, -5.444206], [2.767027, -0.711795, -4.789432], [3.944964, 1.931086, -5.344639], [4.759235, 0.427325, -4.990806], [3.728410, 2.501885, -3.016091], [5.383044, 1.969682, -3.257057], [4.471530, 0.935448, -1.217211], [4.878269, -0.256159, -2.434778]],
  "forces_ev_per_a": [[-0.9, 0.3, 1.9], [0.0, 0.1, 0.0], [0.1, -0.1, -0.2], [0.2, -0.4, -0.1], [-0.2, 0.2, -0.3], [0.0, 0.1, 0.3], [0.0, 0.0, -0.2], [-0.1, 0.1, 0.0], [0.2, 0.0, 0.4], [0.3, -0.1, -0.5], [0.1, -0.1, -0.2], [0.0, -0.3, 0.0], [0.5, -0.4, -0.4], [0.0, 0.0, 0.0], [0.0, 0.0, 0.0], [0.0, 0.0, 0.0], [0.0, 0.0, 0.0], [-0.3, 0.1, -0.9], [0.3, 0.4, 1.0], [0.6, 0.0, -0.5], [-0.1, -0.1, 0.5], [0.0, 0.2, 0.1], [-0.1, -0.2, -0.2], [-0.1, 0.0, 0.1], [0.0, 0.0, 0.0], [-0.1, 0.1, 0.0], [0.2, -0.1, -0.1], [-1.1, -0.6, -0.6], [0.5, 0.5, 0.1], [0.5, -0.4, -0.1], [0.0, 0.0, 0.3], [0.0, 0.0, -0.1], [0.0, 0.0, 0.0], [-0.1, 0.0, -0.1], [-0.2, 0.1, 0.2], [-0.2, -0.1, -0.1], [0.1, 0.1, 0.0], [0.0, 0.0, 0.0], [0.0, 0.0, 0.0], [0.0, 0.0, 0.0], [0.0, 0.1, 0.0], [0.0, 0.0, 0.0], [0.0, 0.0, 0.0], [0.0, 0.0, 0.0], [0.0, 0.0, 0.0], [0.0, 0.0, 0.0], [0.0, 0.5, -0.1], [-0.5, -0.1, -0.3], [-0.2, 0.1, -0.2], [0.2, 0.0, 0.1], [0.1, 0.0, -0.1], [-0.2, 0.0, -0.1], [0.1, -0.1, 0.1], [-0.2, 0.1, 0.3], [0.0, 0.0, 0.4], [-0.2, 0.3, 0.0], [0.2, -0.4, -0.1], [-0.1, 0.3, -0.1], [0.0, -0.3, 0.1], [-0.1, 0.3, 0.0], [0.0, 0.2, 0.2], [0.3, -0.1, -0.1], [0.1, 0.1, 0.0], [-0.1, 0.1, 0.1], [0.0, -0.2, -0.1], [-0.1, 0.1, -0.1], [0.0, 0.0, 0.0], [0.0, 0.0, 0.0], [0.0, 0.0, 0.0], [0.0, 0.0, 0.0], [0.0, 0.0, 0.1], [0.0, 0.0, 0.0], [0.1, 0.0, 0.0], [-0.1, 0.0, 0.0], [0.0, 0.0, 0.0], [0.0, 0.0, 0.0], [0.1, 0.0, -0.1], [0.0, 0.0, 0.0], [0.0, 0.0, 0.0], [0.0, -0.1, 0.0], [-0.1, 0.1, 0.0], [0.0, 0.0, 0.1], [0.1, 0.0, 0.0], [0.0, -0.1, 0.0], [0.0, 0.1, -0.1], [0.1, 0.0, 0.0], [0.0, 0.0, 0.0], [0.1, -0.1, -0.1], [0.1, 0.0, -0.1], [-0.1, 0.0, 0.0], [0.1, 0.0, 0.0], [0.0, -0.1, 0.0], [0.0, 0.0, 0.0], [0.0, 0.0, 0.0], [0.0, 0.0, 0.0], [0.0, 0.0, 0.0], [0.0, 0.1, 0.0], [0.1, -0.1, 0.0], [0.0, 0.0, 0.1]],
  "lowdin_spin": [0.09, 0.00, 0.00, 0.00, 0.00, 0.00, 0.00, 0.00, 0.00, 0.00, 0.00, 0.00, 0.01, 0.00, 0.00, 0.00, 0.00, 0.18, 0.10, 0.07, 0.24, 0.02, 0.04, 0.00, 0.06, -0.01, 0.05, -0.06, 0.08, 0.01, 0.03, 0.00, 0.04, 0.00, 0.03, 0.00, 0.00, 0.00, 0.00, 0.00, 0.00, 0.00, 0.00, 0.00, 0.00, 0.00, 0.00, 0.00, 0.00, 0.00, 0.00, 0.00, 0.00, 0.00, 0.00, 0.00, 0.00, 0.00, 0.00, 0.00, 0.00, 0.00, 0.00, 0.00, 0.00, 0.00, 0.00, 0.00, 0.00, 0.00, 0.00, 0.00, 0.00, 0.00, 0.00, 0.00, 0.00, 0.00, 0.00, 0.00, 0.00, 0.00, 0.00, 0.00, 0.00, 0.00, 0.00, 0.00, 0.00, 0.00, 0.00, 0.00, 0.00, 0.00, 0.00, 0.00, 0.00, 0.00, 0.00]
}

---

- What is the multiplicity in the second record?
  1

---

- Which of these has the highest multiplicity?
  C38H48IrN5O5PS

---

What did the second record say?
{
  "formula": "C6H12O",
  "method": "ωB97M-V/def2-TZVPD",
  "total_charge": 0,
  "e_tot_ev": -8463.18529,
  "de_lowest_kcal_mol": 26.95,
  "e_homo_ev": -9.53,
  "multiplicity": 1,
  "largest_force_ha_per_bohr": 0.00774,
  "gap_ev": 10.48,
  "elements": ["C", "C", "O", "C", "C", "C", "C", "H", "H", "H", "H", "H", "H", "H", "H", "H", "H", "H", "H"],
  "positions_angstrom": [[-0.952970, 1.694480, 0.948345], [-0.530112, 0.244620, 0.964608], [-1.641552, -0.643855, 0.761807], [-0.893574, -1.416409, -0.182530], [0.257329, -0.388073, -0.220415], [1.628286, -0.932240, 0.162589], [0.345341, 0.440141, -1.514734], [-1.623056, 1.890141, 1.791662], [-0.085241, 2.358687, 1.036309], [-1.492646, 1.933248, 0.027625], [-0.033882, 0.014206, 1.921400], [-1.447836, -1.568218, -1.117149], [-0.609141, -2.395560, 0.229789], [1.583610, -1.528219, 1.080690], [2.335657, -0.109936, 0.325866], [2.034599, -1.566070, -0.635105], [0.053231, 1.484014, -1.370040], [-0.295508, 0.037472, -2.304998], [1.367464, 0.451571, -1.905717]],
  "forces_ev_per_a": [[0.0, 0.0, 0.0], [0.2, 0.3, 0.1], [-0.1, 0.0, 0.1], [0.1, -0.3, -0.3], [0.0, 0.0, -0.1], [0.0, 0.0, 0.0], [0.0, 0.1, -0.1], [0.1, 0.0, -0.1], [-0.1, -0.1, 0.0], [0.1, 0.0, 0.1], [-0.1, 0.0, -0.1], [0.1, 0.0, 0.1], [0.0, 0.1, -0.1], [0.0, 0.1, -0.1], [-0.1, -0.1, 0.0], [-0.1, 0.1, 0.1], [0.0, -0.1, 0.0], [0.0, 0.0, 0.1], [-0.1, 0.0, 0.1]],
  "nbo_charge": [-0.64, 0.12, -0.54, -0.05, -0.10, -0.60, -0.61, 0.22, 0.21, 0.21, 0.16, 0.17, 0.17, 0.21, 0.21, 0.21, 0.22, 0.21, 0.21]
}